This record from the Open Molecules 2025 dataset describes a gas-phase ion, C9H11O2 (charge +1). The level of theory is ωB97M-V with the def2-TZVPD basis set.

Values from the calculation:
- <S²> = 2.035
- HOMO (spin up / spin down) (Ha) = -0.3795 / -0.5208
- Kohn-Sham gap (spin up / spin down) (eV) = 6.936 / 6.562
- multiplicity = 3
- total charge = +1

Structure (XYZ):
```
22
C9H11O2 ωB97M-V with the def2-TZVPD basis set
C 0.0477 0.2558 3.4957
C 0.6644 -0.7665 2.8932
C -0.5865 1.3363 2.7527
C 0.6564 -0.8307 1.5483
C -0.5999 1.2307 1.3874
C -0.0583 0.1103 0.7488
C -0.0518 -0.1119 -0.7158
C 1.1115 -1.3497 -2.3746
C -1.2198 0.8179 -2.7955
O 0.8704 -0.9157 -1.1068
O -0.9134 0.6870 -1.4313
H 0.1361 0.3309 4.5993
H 1.3037 -1.5034 3.3609
H -0.8046 2.3053 3.2134
H 0.9613 -1.7604 1.1668
H -1.1806 1.9298 0.7668
H 2.0810 -1.7655 -2.4340
H 1.0039 -0.4357 -2.9035
H 0.5601 -2.2047 -2.7070
H -2.0794 0.3299 -3.1620
H -1.5575 1.8151 -2.8976
H -0.3447 0.4951 -3.4052
```

=====

This record from the Open Molecules 2025 dataset describes a molecular structure, C9H11O3. The level of theory is ωB97M-V with the def2-TZVPD basis set.

Values from the calculation:
- HOMO (Ha) = -0.1443
- Kohn-Sham gap (eV) = 7.385
- energy relative to the best compared isomer or geometry (same formula, charge and spin) (eV) = 0.798
- multiplicity = 1
- total charge = -1

Structure (XYZ):
```
23
C9H11O3 ωB97M-V with the def2-TZVPD basis set
C -2.7412 -1.6167 2.2675
C 0.4384 -0.6944 -0.4172
C 0.6627 -1.5820 0.6804
C -0.8153 -0.0541 -0.5798
C -0.3980 -2.0378 1.4567
C -1.8687 -0.4838 0.2535
C -1.5769 -1.2873 1.3664
O 1.4833 -0.5256 -1.1975
H 1.3178 0.4589 -1.9373
H 1.6106 -2.1129 0.6266
H -0.8966 0.6778 -1.3582
H -0.1603 -2.9503 1.9959
H -2.8422 -0.0733 0.0168
H -2.8177 -2.6712 2.5294
H -3.7049 -1.2125 1.9816
H -2.6125 -1.1089 3.2556
C 2.4652 2.4546 -0.9936
C 1.6531 2.4732 -2.2941
O 1.3504 1.3021 -2.7628
O 1.4071 3.5255 -2.8717
H 2.9971 3.4065 -0.9200
H 3.1646 1.6236 -1.0149
H 1.8840 2.4885 -0.0831
```

=====

This record from the Open Molecules 2025 dataset describes C9H12 in the gas phase. The level of theory is ωB97M-V with the def2-TZVPD basis set.

Values from the calculation:
- <S²> = 2.032
- HOMO (spin up / spin down) (Ha) = -0.2357 / -0.3308
- Kohn-Sham gap (spin up / spin down) (eV) = 7.444 / 8.473
- energy relative to the best compared isomer or geometry (same formula, charge and spin) (eV) = 1.214
- multiplicity = 3

Structure (XYZ):
```
21
C9H12 ωB97M-V with the def2-TZVPD basis set
C 0.2148 1.9278 -0.2196
C -1.0216 1.3393 -0.3006
C 1.4160 1.2175 0.3153
C 1.9362 -1.3790 -0.2644
C -0.2207 -0.5212 1.0482
C 0.8482 -0.8207 -1.0941
C -1.1497 -0.0625 -0.0145
C 1.0966 -0.2742 0.3013
C -2.4717 -0.8600 -0.1775
H 0.5273 2.9772 -0.5016
H -1.9729 1.6832 -0.7940
H 2.2453 1.3410 -0.2240
H 1.5539 1.5068 1.2864
H 1.8902 -2.3079 0.2686
H 2.8888 -1.1289 -0.4971
H -0.3904 -0.0064 2.0311
H -0.2120 -1.4873 1.4262
H 1.0375 -0.2953 -1.9259
H -2.1942 -1.8285 0.0191
H -2.7611 -0.7479 -1.1603
H -3.2605 -0.2730 0.4775
```